Record 1
# C26H52N4O10S7

A cluster of 7 separate species, C26H52N4O10S7 in total in a non-equilibrium geometry (ωB97M-V/def2-TZVPD, OMol25).

Structure (ORCA input):
```
! RIJCOSX wB97M-V def2-TZVPD def2/J DEFGRID3
* xyz 0 1
H 6.34662 1.78502 -2.01959
H -4.95932 -4.96481 1.93281
C 2.93144 -0.03224 -1.89729
H -3.84841 3.76741 -7.52009
O 1.35567 -1.75213 -2.37318
S -3.03018 0.73760 7.33041
H -3.94841 2.41228 8.73555
C 1.78214 3.71373 -2.04998
H -1.73467 4.65130 -2.11665
H 4.63801 2.92490 5.09266
H 2.90527 1.88117 3.65867
O -2.59012 -2.86248 -2.74160
H -0.75965 -2.85731 0.85318
N 1.22383 -4.45963 -0.56204
H -2.37328 -7.68208 2.89727
C -2.03129 2.07645 -6.09584
H 3.45641 4.09760 5.75740
N 1.23192 -4.19554 1.75934
C -1.03361 0.15698 1.99447
O -0.17278 2.35682 -3.17093
O -1.07818 -0.52436 0.85324
H -2.54996 0.01434 5.12644
C -3.05966 -6.83936 2.94392
O 0.26176 0.63486 2.12478
O 4.58812 3.76676 2.39299
N 0.97405 -1.44739 2.85408
H -0.68212 -1.78319 -5.55110
C 1.77647 -1.30612 3.75227
S 2.74220 -1.11676 4.96177
H 3.11623 -2.97654 -0.37942
C -3.95706 -4.53689 1.91551
C -0.85932 -1.87955 -4.47875
H 1.64573 3.00461 4.25494
H -2.99317 1.61464 -6.32242
H 2.02464 -5.07656 -0.43033
H -3.89962 -3.76885 1.14638
O -0.92410 4.41139 -5.58020
C -3.47568 -1.83124 -5.00935
H -3.94760 1.11287 5.15402
C 4.62243 1.14030 -3.11362
S 0.27216 3.77555 -3.02595
C 0.30163 -1.00466 0.48479
N 2.58235 -2.71395 0.43726
H -4.08730 -7.20230 2.93100
H 2.02429 -0.09166 1.52422
H 1.61780 3.15543 -1.12669
S -2.29376 -2.91822 -4.19749
H -1.35013 1.98478 -6.94216
C 1.30598 -3.44341 0.50704
H 3.41036 -0.36136 0.17246
H 0.95326 0.81805 -0.45917
H -0.19966 -2.62068 -0.76331
H 4.99660 1.54333 -4.04532
H 1.38830 -4.00512 -1.45745
H -0.36141 0.01346 -1.26256
S -2.27845 3.81172 -5.71576
C 2.37039 2.81136 3.46391
H -0.00508 -2.35265 -4.00833
H 5.02912 4.66308 5.14350
H 1.85330 2.74506 2.50910
S -2.77291 -5.81749 1.49433
C 0.09107 -2.50842 0.27873
H -0.70864 3.94394 -0.84132
O -1.42086 -5.21332 1.65840
H -0.30750 5.54585 -1.53879
C 3.39593 0.51072 -3.08748
S 3.54097 4.16868 3.36819
H 0.76410 -5.06324 1.51640
C 1.60901 -0.75458 -1.74073
H -3.08360 3.12967 7.35439
H -2.17340 4.04638 -8.09490
H -1.02886 -0.89965 -4.02927
H 2.10088 4.73248 -1.82853
C -3.77103 2.34249 7.66444
H -2.86977 -6.25637 3.84511
C 3.71911 0.07366 -0.76331
H -4.71583 2.42476 7.12720
C 5.39662 1.27264 -1.97344
H -4.46338 -2.27635 -4.90909
H -3.70384 -4.11051 2.88635
H -1.59139 1.61699 -5.21171
H 3.10432 -2.94515 1.27500
H 2.54446 3.21458 -2.64460
O -1.91331 0.31337 2.77439
C -2.94797 0.93128 5.54855
C -2.91054 4.28938 -7.32972
H -3.45938 -0.85387 -4.52589
C 1.04600 -0.50379 1.73873
O -4.07141 -0.28520 7.61298
C 4.23316 3.93362 5.01045
H 0.57188 -3.75259 2.38433
H -2.28337 1.75861 5.30206
H 5.51143 0.81318 0.11559
C -0.71620 4.55718 -1.74372
C 4.93637 0.73377 -0.79694
C 0.58841 -0.16250 -0.76495
H -3.21855 -1.74279 -6.06525
H 2.81951 0.45390 -4.00080
H -3.08597 5.36287 -7.31395
*
```

Computed properties:
**Energy**: -4780.45474 Ha
**Gap between HOMO and LUMO**: 8.80 eV
**F_max**: 1.618 eV/A
**HOMO level**: -0.3177 Ha

Now the Mulliken charges, all in e: 0.4177, 0.4322, 0.2944, 0.3677, -0.6631, 0.5010, 0.3312, -0.5372, 0.3074, 0.2844, 0.1505, -0.5383, 0.3750, -0.8402, 0.3266, -0.5485, 0.3461, -0.6715, 0.4141, -0.3832, -0.4342, 0.2826, -1.0308, -0.3797, -0.5943, -0.4731, 0.5564, 0.5190, -0.3945, 0.3094, -0.9521, -0.4435, 0.4375, 0.4013, 0.3146, 0.2874, -0.6301, -0.9486, 0.3623, -0.5958, 0.4341, 3.4527, -0.1417, 0.3981, 0.4287, -0.0291, 0.3938, 0.3635, 0.6166, 0.4073, 0.0089, 0.3125, 0.4008, 0.3229, 0.4179, 0.4957, -0.5705, 0.0765, 0.3416, 0.0655, 0.3962, -2.6167, 0.2143, -0.5443, 0.4120, -0.4065, 0.4658, 0.3623, 0.4432, 0.3287, 0.2995, -0.0364, 0.4906, -0.9218, 0.3133, 0.0153, 0.2965, -0.5915, 0.3867, 0.2948, -0.1236, 0.2595, 0.1249, -0.6010, -0.8970, -1.0024, 0.2262, -0.2330, -0.6294, -0.9433, 0.2985, 0.3488, 0.4448, -0.9386, -1.1064, -1.1455, 0.3645, 0.4557, 0.3393

***

Record 2
# C5H11N

An isolated molecule of C5H11N in a non-equilibrium geometry (ωB97M-V/def2-TZVPD, OMol25).

Structure (ORCA input):
```
! RIJCOSX wB97M-V def2-TZVPD def2/J DEFGRID3
* xyz 0 1
H -0.46442 -1.21831 2.61470
H -0.33110 1.84451 -0.62393
H 1.53813 0.10394 -2.24852
H -2.36712 0.40780 -0.82872
H -1.28028 -0.46091 1.24166
H -1.31650 -1.01265 -0.92840
H 2.27662 1.15016 -0.98536
H 1.74738 -0.05295 1.57403
H -1.59552 -0.02848 -2.37498
H 1.20807 -1.60970 0.93837
C 1.38442 0.56170 -1.27784
H -0.42047 0.54657 2.38387
C 0.91230 -0.56037 1.06553
N 0.71185 -0.06453 -0.24814
C -0.38421 -0.42047 1.87349
C -0.17348 0.79674 -0.87785
C -1.44568 0.01695 -1.29791
*
```

Computed properties:
**Energy**: -251.76366 Ha
**Gap between HOMO and LUMO**: 9.23 eV
**SMILES**: CCN1C[C@H]1C
**F_max**: 1.100 eV/A
**HOMO level**: -0.2965 Ha
**Energy relative to the best compared isomer or geometry (same formula, charge and spin)**: 259.6 kJ/mol

Now the Mulliken charges, all in e: 0.3389, 0.3342, 0.2116, 0.2836, 0.2255, 0.3545, 0.2600, 0.2592, 0.3271, 0.2866, -0.4933, 0.2924, -0.3668, 0.0397, -0.9413, -0.1811, -1.2309

***

Record 3
# C9H24As3F18N3O3

A structure of composition C9H24As3F18N3O3 in a non-equilibrium geometry (ωB97M-V/def2-TZVPD, OMol25).

Structure (ORCA input):
```
! RIJCOSX wB97M-V def2-TZVPD def2/J DEFGRID3
* xyz 1 2
H 0.89387 2.95960 2.94272
As -0.07685 -1.44031 -0.79919
F -0.30998 -1.10820 2.95321
C 2.97186 0.94349 -3.61309
H -2.32190 -3.28322 1.52325
F -0.81845 -2.75022 -1.83163
N 2.14723 -0.33439 -3.90780
H -1.10187 1.42623 2.26871
F -1.18504 4.28747 -4.91815
C 0.74078 -0.03912 -4.62127
H -0.47344 -5.40514 0.17728
H -1.10392 -6.81214 1.05800
F -0.05263 -2.11059 5.30355
H -1.78464 2.24284 3.58190
F -1.93136 4.39021 -2.60076
As 0.87758 -0.87804 4.29328
As -0.35767 3.90365 -3.38071
H -3.40763 -3.02021 3.55872
H 0.81196 0.68624 -5.43175
F 1.75146 0.47551 3.36456
H 1.42496 4.14263 1.61827
F 0.44807 3.66714 -1.76510
H -0.59442 4.71928 2.58697
F -1.59138 -1.15691 0.14346
C 3.75348 1.59615 -4.79507
O -2.62991 3.54909 0.80433
C -2.77697 -3.90914 3.57068
H 4.39380 0.89706 -5.33301
H 2.85939 -0.92846 -4.30781
H 0.01418 0.31047 -3.88782
C 0.77819 3.31883 1.92014
F -1.13673 2.22611 -3.46166
H -0.49943 4.60766 0.90163
F -0.61975 -0.15156 -1.94165
N -0.54040 4.11280 1.78114
H -3.26280 -4.88290 3.50844
H 2.93380 1.94215 -5.42476
F 1.45434 -1.57499 -1.63443
F 0.33725 -2.63917 0.46907
C -1.77716 3.24614 1.63884
H -1.21800 -2.91394 2.56914
F 1.91897 -2.13597 3.61929
O 2.85483 1.32731 -2.41260
H -2.09786 -3.88315 4.42288
C -0.96328 -4.86045 2.13348
H 4.36807 2.41147 -4.41349
C -1.96338 2.04267 2.52544
F 1.11127 3.33870 -4.27544
N -1.88823 -3.64069 2.36243
F 2.01054 -0.57614 5.66114
H 0.85922 2.45076 1.26593
H 0.42642 -0.96370 -5.10544
O -0.09426 -5.07376 3.00474
H -2.89113 1.47683 2.44059
F -0.28336 0.34374 4.87936
H 2.03534 -0.82285 -3.03087
C -1.19728 -5.73461 0.92267
F 0.66830 -0.14721 0.22145
F 0.22959 5.65015 -3.49507
H -2.12366 -5.51518 0.39185
*
```

Computed properties:
**Energy**: -9252.01225 Ha
**Gap between HOMO and LUMO (alpha / beta)**: 6.37 / 2.77 eV
**<S²>**: 0.76
**F_max**: 5.403 eV/A
**HOMO level (alpha / beta)**: -0.5090 / -0.5090 Ha

Now the Mulliken charges, all in e: 0.4837, 2.1729, -0.4965, 0.6865, 0.4544, -0.5278, 0.1901, -0.1288, -0.4703, -0.4586, 0.2740, 0.3522, -0.5263, 0.3737, -0.4962, 1.9507, 1.9720, 0.3684, 0.3554, -0.4980, 0.4057, -0.4796, 0.3773, -0.4849, -0.9635, -0.4360, -0.8039, 0.4130, 0.5307, 0.1476, -0.9724, -0.4888, 0.3861, -0.5765, -0.0209, 0.3379, 0.3302, -0.7396, -0.4887, 0.4348, -0.1772, -0.4681, 0.0423, 0.3525, 0.7634, 0.3921, -0.6062, -0.4842, 0.2743, -0.4708, 0.2557, 0.3704, -0.4442, 0.3619, -0.4864, 0.0606, -1.0661, -0.4548, -0.4862, 0.3311

***

Record 4
# C6H13N2P

A cluster of 2 separate species, C6H13N2P in total in a non-equilibrium geometry (ωB97M-V/def2-TZVPD, OMol25).

Structure (ORCA input):
```
! RIJCOSX wB97M-V def2-TZVPD def2/J DEFGRID3
* xyz 2 1
H 3.62664 -1.13036 -0.99031
P 0.74958 -0.63295 -1.03347
H 3.60096 0.06440 -1.88989
N -1.24892 2.71420 4.56197
C -1.53984 0.23789 0.86548
H -1.24074 3.56641 3.91545
N 3.47517 -0.95311 -1.95812
C -0.54021 -0.11920 -1.98255
H -2.62217 0.13379 -2.27388
H -3.37199 0.64880 -0.06293
C -2.35008 0.29853 -0.26764
H -1.68296 3.01206 5.55025
C 2.02764 -1.09874 -2.33838
H -0.11214 0.37749 2.53424
H -0.23263 2.56418 4.65337
H 1.68570 -2.19146 -2.56172
H 1.91358 -0.65306 -3.34345
H -1.50651 1.83897 4.12487
H -0.44806 -0.05939 -2.99045
C -1.85327 0.18625 -1.55651
C -0.83833 0.16536 1.81387
H 3.88675 -1.65054 -2.55554
*
```

Computed properties:
**Energy**: -686.52382 Ha
**Gap between HOMO and LUMO**: 7.50 eV
**F_max**: 3.565 eV/A
**HOMO level**: -0.5266 Ha
**Energy relative to the best compared isomer or geometry (same formula, charge and spin)**: 82.7 kJ/mol

Now the Mulliken charges, all in e: 0.3083, 0.0067, 0.3913, -0.5676, -0.6369, 0.4184, -0.2183, -0.0692, 0.3463, 0.3304, -0.3861, 0.4400, -0.8529, 0.4752, 0.3943, 0.3700, 0.4218, 0.3027, 0.3524, -0.4168, 0.2207, 0.3695